# 1
This record from the OMol25 dataset describes 9 unconnected molecules or ions with the total composition C45H72F5N8O4PSi in a non-equilibrium geometry. The level of theory is ωB97M-V with the def2-TZVPD basis set.

Values from the calculation:
* E_tot: -3627.00470 Ha
* highest occupied orbital energy: -7.97 eV
* Kohn-Sham gap: 0.3085 Eh
* SMILES: C=CC[Si@@](CCO)(C(F)(F)c1cccc(C(F)(F)F)c1)P(=O)(O)O.CCCC#N.CCCC#N.CCCC#N.CCCC#N.CCCC#N.CCCC#N.CCCC#N.CCCC#N

Last column: Löwdin charge in e.
Atoms and positions in Å:
C  2.194  -2.556  2.314  -0.020
C  1.874  -1.396  1.611  -0.235
C  0.962  -1.406  0.342  -0.240
Si  -0.457  -0.124  0.574  0.719
C  0.272  1.530  1.144  -0.218
C  -0.785  2.570  1.719  -0.279
O  -0.444  2.864  3.095  -0.116
C  -1.564  -0.019  -0.993  -0.473
F  -2.507  1.010  -0.790  0.005
F  -2.280  -1.223  -1.075  0.001
C  -0.812  0.210  -2.332  -0.118
C  0.246  1.188  -2.560  -0.022
C  0.880  1.373  -3.873  -0.064
C  0.456  0.562  -5.035  -0.010
C  -0.599  -0.423  -4.796  -0.075
C  -1.081  -1.275  -6.018  -0.484
F  -0.018  -1.648  -6.807  0.099
F  -1.939  -0.551  -6.828  0.089
F  -1.759  -2.382  -5.557  0.101
C  -1.230  -0.610  -3.480  0.064
P  -1.747  -1.004  2.188  0.504
O  -0.949  -1.272  3.433  -0.359
O  -3.095  -0.066  2.469  -0.226
O  -2.330  -2.501  1.671  -0.213
H  2.700  -3.383  1.761  0.065
H  1.963  -2.577  3.408  0.051
H  2.294  -0.442  2.015  0.088
H  1.507  -1.188  -0.617  0.082
H  0.433  -2.400  0.253  0.092
H  0.990  1.310  1.987  0.081
H  0.881  2.063  0.365  0.077
H  -0.671  3.558  1.180  0.106
H  -1.853  2.258  1.619  0.101
H  0.346  3.429  3.110  0.083
H  0.593  1.852  -1.739  0.089
H  1.677  2.158  -3.993  0.060
H  0.934  0.747  -6.021  0.102
H  -2.019  -1.387  -3.413  0.122
H  -3.455  -0.343  3.345  0.005
H  -3.064  -2.786  2.243  0.056
C  -1.591  -3.703  6.518  -0.110
C  -2.913  -3.688  7.279  -0.261
C  -4.133  -3.705  6.353  -0.173
C  -4.121  -2.506  5.478  -0.173
N  -4.112  -1.577  4.805  0.181
H  -1.475  -2.814  5.892  0.064
H  -0.751  -3.719  7.216  0.015
H  -1.517  -4.586  5.878  0.082
H  -2.946  -2.800  7.917  0.112
H  -2.955  -4.558  7.938  0.109
H  -5.054  -3.707  6.939  0.116
H  -4.127  -4.602  5.729  0.120
C  -3.016  2.239  -7.704  -0.106
C  -3.080  3.603  -7.030  -0.262
C  -1.827  4.445  -7.277  -0.172
C  -0.625  3.753  -6.735  -0.187
N  0.303  3.218  -6.314  0.193
H  -2.197  1.637  -7.313  0.048
H  -3.939  1.684  -7.528  0.080
H  -2.883  2.342  -8.785  0.082
H  -3.226  3.462  -5.955  0.106
H  -3.953  4.145  -7.404  0.110
H  -1.925  5.416  -6.787  0.110
H  -1.686  4.617  -8.346  0.120
C  4.582  -4.481  6.446  -0.110
C  4.052  -3.077  6.173  -0.264
C  3.327  -2.469  7.377  -0.176
C  2.156  -3.308  7.746  -0.197
N  1.250  -3.956  8.028  0.155
H  3.772  -5.181  6.663  0.071
H  5.114  -4.862  5.573  0.073
H  5.273  -4.482  7.293  0.076
H  3.377  -3.113  5.315  0.091
H  4.888  -2.429  5.897  0.110
H  2.980  -1.462  7.138  0.116
H  4.000  -2.401  8.235  0.117
C  -4.286  6.823  3.599  -0.109
C  -3.660  5.590  4.243  -0.257
C  -2.186  5.790  4.603  -0.182
C  -1.399  6.085  3.377  -0.227
N  -0.790  6.306  2.428  0.145
H  -3.802  7.071  2.652  0.068
H  -5.342  6.645  3.387  0.073
H  -4.214  7.690  4.261  0.077
H  -3.762  4.742  3.561  0.112
H  -4.217  5.342  5.150  0.110
H  -1.789  4.888  5.072  0.106
H  -2.074  6.618  5.308  0.100
C  2.189  -5.894  -8.558  -0.103
C  2.105  -4.521  -7.903  -0.261
C  3.334  -3.650  -8.179  -0.172
C  4.561  -4.303  -7.644  -0.205
N  5.506  -4.808  -7.227  0.156
H  3.028  -6.474  -8.170  0.037
H  1.281  -6.466  -8.359  0.079
H  2.304  -5.806  -9.642  0.079
H  1.977  -4.650  -6.825  0.104
H  1.215  -4.005  -8.272  0.104
H  3.219  -2.675  -7.701  0.114
H  3.457  -3.489  -9.252  0.118
C  -0.487  6.752  -2.139  -0.104
C  -1.155  5.960  -3.258  -0.263
C  -0.832  4.465  -3.206  -0.172
C  0.632  4.254  -3.343  -0.253
N  1.764  4.090  -3.450  0.165
H  0.602  6.703  -2.207  0.073
H  -0.768  7.805  -2.199  0.074
H  -0.788  6.376  -1.158  0.073
H  -0.841  6.373  -4.222  0.106
H  -2.238  6.092  -3.190  0.109
H  -1.341  3.939  -4.016  0.095
H  -1.166  4.033  -2.260  0.117
C  -1.131  4.636  9.660  -0.109
C  -0.516  5.249  8.406  -0.266
C  -0.762  6.757  8.298  -0.185
C  -2.223  7.033  8.244  -0.239
N  -3.351  7.244  8.197  0.148
H  -2.218  4.739  9.666  0.072
H  -0.906  3.569  9.709  0.074
H  -0.735  5.109  10.562  0.078
H  -0.925  4.744  7.527  0.099
H  0.561  5.065  8.411  0.110
H  -0.293  7.151  7.395  0.111
H  -0.334  7.278  9.157  0.118
C  4.862  -9.970  -5.105  -0.114
C  4.815  -9.251  -6.450  -0.265
C  4.769  -7.727  -6.310  -0.209
C  3.552  -7.321  -5.560  -0.238
N  2.608  -7.008  -4.983  0.151
H  3.966  -9.773  -4.513  0.070
H  4.923  -11.050  -5.253  0.071
H  5.733  -9.657  -4.524  0.077
H  3.940  -9.598  -7.007  0.111
H  5.697  -9.528  -7.032  0.108
H  4.751  -7.260  -7.294  0.073
H  5.652  -7.363  -5.781  0.115

# 2
This record from the OMol25 dataset describes a molecular structure, C45H77N4O3P4SiTl. The level of theory is ωB97M-V with the def2-TZVPD basis set.

Values from the calculation:
* E_tot: -4032.73529 Ha
* charge: +2
* highest occupied orbital energy: -11.92 eV
* energy above the lowest of the compared OMol25 structures with the same formula, charge and spin: 78.92 kJ/mol
* Kohn-Sham gap: 0.2742 Eh

Last column: Löwdin charge in e.
Atoms and positions in Å:
Tl  -0.493  -0.108  0.590  0.822
C  -0.265  0.930  -4.971  -0.102
C  -0.433  1.051  -3.458  -0.535
C  0.596  2.045  -2.921  -0.121
P  -0.328  -0.470  -2.396  1.049
C  -1.462  -1.730  -3.159  -0.521
C  -1.174  -2.361  -4.522  -0.105
C  -1.736  -2.854  -2.153  -0.109
C  1.408  -0.998  -2.563  -0.367
C  1.898  -1.481  -3.779  -0.091
C  3.205  -1.920  -3.914  -0.045
C  4.042  -1.903  -2.812  -0.047
C  3.566  -1.432  -1.597  -0.103
C  2.262  -0.947  -1.442  -0.274
Si  1.972  -0.292  0.315  0.601
C  2.842  1.371  0.574  -0.252
C  4.229  1.248  0.406  -0.116
C  5.116  2.280  0.673  -0.051
C  4.626  3.492  1.122  -0.049
C  3.255  3.663  1.238  -0.100
C  2.346  2.641  0.958  -0.352
P  0.553  3.055  0.952  1.057
C  0.509  4.830  0.401  -0.561
C  -0.952  5.285  0.345  -0.114
C  1.174  5.067  -0.953  -0.101
C  0.133  3.193  2.767  -0.549
C  0.501  4.503  3.458  -0.095
C  -1.326  2.816  3.031  -0.120
C  2.595  -1.636  1.495  -0.282
C  3.786  -1.418  2.193  -0.112
C  4.329  -2.379  3.034  -0.067
C  3.653  -3.572  3.240  -0.066
C  2.453  -3.794  2.582  -0.092
C  1.927  -2.867  1.680  -0.347
P  0.400  -3.234  0.725  1.071
C  0.790  -4.803  -0.206  -0.533
C  1.674  -4.483  -1.410  -0.120
C  1.413  -5.991  0.531  -0.108
C  -0.933  -3.655  1.962  -0.531
C  -1.171  -5.117  2.330  -0.104
C  -0.784  -2.804  3.222  -0.118
H  -0.271  1.927  -5.417  0.084
H  -1.053  0.346  -5.447  0.047
H  0.692  0.475  -5.228  0.075
H  -1.442  1.440  -3.255  0.086
H  1.610  1.694  -3.128  0.093
H  0.511  2.197  -1.842  0.030
H  0.478  3.010  -3.415  0.081
H  -2.381  -1.130  -3.246  0.077
H  -0.356  -3.080  -4.451  0.081
H  -0.929  -1.649  -5.307  0.049
H  -2.052  -2.930  -4.841  0.085
H  -0.844  -3.474  -2.038  0.049
H  -2.538  -3.496  -2.524  0.095
H  -2.021  -2.485  -1.169  0.043
H  1.249  -1.520  -4.642  0.083
H  3.558  -2.289  -4.868  0.117
H  5.059  -2.269  -2.888  0.119
H  4.236  -1.483  -0.744  0.096
H  4.654  0.314  0.053  0.085
H  6.179  2.131  0.532  0.117
H  5.296  4.310  1.354  0.117
H  2.886  4.637  1.532  0.095
H  1.021  5.439  1.148  0.086
H  -1.483  4.769  -0.462  0.067
H  -1.005  6.356  0.139  0.091
H  -1.492  5.105  1.275  0.052
H  0.594  4.606  -1.753  0.051
H  2.191  4.676  -1.004  0.072
H  1.218  6.140  -1.158  0.091
H  0.744  2.396  3.181  0.034
H  -0.093  5.345  3.097  0.077
H  1.555  4.754  3.337  0.070
H  0.309  4.423  4.532  0.081
H  -2.027  3.515  2.566  0.067
H  -1.539  2.825  4.102  0.079
H  -1.553  1.805  2.678  0.049
H  4.314  -0.476  2.092  0.083
H  5.268  -2.188  3.538  0.117
H  4.050  -4.321  3.914  0.118
H  1.913  -4.713  2.772  0.099
H  -0.198  -5.105  -0.573  0.100
H  2.668  -4.180  -1.076  0.080
H  1.272  -3.686  -2.032  0.040
H  1.795  -5.376  -2.027  0.091
H  2.451  -5.781  0.791  0.076
H  1.424  -6.850  -0.145  0.091
H  0.882  -6.288  1.431  0.051
H  -1.827  -3.298  1.443  0.082
H  -0.387  -5.505  2.984  0.073
H  -1.246  -5.767  1.458  0.070
H  -2.115  -5.196  2.876  0.089
H  0.029  -3.179  3.848  0.066
H  -1.708  -2.847  3.803  0.096
H  -0.559  -1.755  3.013  0.029
N  -2.227  1.528  -0.227  0.004
C  -3.395  0.781  -0.685  -0.297
C  -4.668  1.641  -0.649  -0.130
C  -5.962  1.023  -1.178  -0.170
C  -5.927  0.515  -2.609  -0.141
N  -5.624  1.598  -3.563  0.109
C  -4.876  1.515  -4.648  -0.430
N  -4.536  2.623  -5.320  0.210
N  -4.419  0.335  -5.077  0.223
C  -3.515  -0.535  0.104  -0.585
O  -4.557  -1.159  0.064  0.090
O  -2.449  -0.958  0.714  -0.178
H  -2.441  2.054  0.617  0.067
H  -1.861  2.194  -0.897  0.068
H  -3.181  0.461  -1.712  0.121
H  -4.437  2.570  -1.181  0.112
H  -4.855  1.930  0.390  0.134
H  -6.774  1.751  -1.075  0.126
H  -6.223  0.170  -0.560  0.112
H  -6.897  0.089  -2.867  0.138
H  -5.177  -0.271  -2.713  0.111
H  -6.027  2.498  -3.350  0.165
H  -4.867  3.525  -5.022  0.131
H  -4.171  2.563  -6.255  0.131
H  -4.818  -0.522  -4.734  0.123
H  -3.848  0.278  -5.903  0.130
C  2.943  1.167  4.623  -0.139
P  1.396  0.251  4.597  0.570
C  1.712  -1.333  5.378  -0.146
C  0.308  1.110  5.746  -0.153
O  0.838  0.128  3.206  -0.453
H  3.302  1.317  5.643  0.068
H  2.790  2.139  4.148  0.048
H  3.695  0.620  4.053  0.043
H  2.342  -1.211  6.261  0.070
H  2.210  -1.990  4.665  0.028
H  0.767  -1.787  5.678  0.060
H  0.702  1.035  6.761  0.068
H  -0.679  0.646  5.716  0.068
H  0.218  2.164  5.483  0.035

# 3
This record from the OMol25 dataset describes 4 unconnected molecules or ions with the total composition C45H78IN3O5PS in a non-equilibrium geometry. The level of theory is ωB97M-V with the def2-TZVPD basis set.

Values from the calculation:
* E_tot: -3338.99608 Ha
* highest occupied orbital energy (spin up / spin down): -8.24 / -8.70 eV
* expectation value of S²: 3.762
* Kohn-Sham gap (spin up / spin down): 0.3157 / 0.3259 Eh
* multiplicity: 4

Last column: Löwdin spin population.
Atoms and positions in Å:
C  -7.550  -0.666  0.992  0.000
C  -8.535  -0.131  -0.043  0.000
O  -9.401  0.861  0.469  0.000
C  -7.875  0.358  -1.357  0.000
O  -6.439  0.307  -1.339  0.000
P  -5.627  1.594  -1.942  0.000
S  -5.099  0.363  -3.724  0.000
I  -6.302  2.900  0.174  0.000
C  -3.847  1.740  -1.435  0.000
C  -3.498  0.816  -0.225  0.000
C  -3.058  1.545  1.015  0.000
C  -2.018  2.461  0.996  0.000
C  -1.670  3.115  2.158  0.000
C  -2.324  2.879  3.350  0.000
C  -3.350  1.948  3.382  0.000
C  -3.696  1.293  2.218  0.000
C  -6.368  2.823  -3.134  0.000
C  -6.433  4.260  -2.729  0.000
C  -7.653  4.867  -2.505  0.000
C  -7.735  6.184  -2.133  0.000
C  -6.567  6.911  -2.013  0.000
C  -5.334  6.336  -2.262  0.000
C  -5.274  5.010  -2.609  0.000
H  -7.381  -1.722  0.804  0.000
H  -6.624  -0.108  1.040  0.000
H  -8.032  -0.577  1.963  0.000
H  -9.190  -0.947  -0.333  0.000
H  -8.869  1.631  0.713  0.000
H  -8.261  1.359  -1.548  0.000
H  -8.200  -0.266  -2.188  0.000
H  -4.211  -0.544  -3.294  0.000
H  -3.597  2.768  -1.184  0.000
H  -3.239  1.421  -2.268  0.000
H  -4.367  0.212  0.035  0.000
H  -2.721  0.120  -0.532  0.000
H  -1.488  2.677  0.079  0.000
H  -0.874  3.846  2.158  0.000
H  -2.056  3.408  4.251  0.000
H  -3.888  1.740  4.292  0.000
H  -4.494  0.563  2.253  0.000
H  -7.342  2.431  -3.417  0.000
H  -5.734  2.767  -4.017  0.000
H  -8.553  4.276  -2.614  0.000
H  -8.704  6.615  -1.940  0.000
H  -6.620  7.956  -1.736  0.000
H  -4.407  6.882  -2.198  0.000
H  -4.335  4.504  -2.794  0.000
C  5.147  1.736  3.392  0.002
C  4.748  0.415  2.704  0.026
C  4.640  0.631  1.195  0.015
C  3.426  1.471  0.802  0.001
C  2.139  0.875  1.375  0.015
C  2.201  0.586  2.878  0.026
N  3.464  -0.114  3.257  0.362
O  3.361  -1.383  3.010  0.544
C  2.050  1.895  3.676  0.003
C  0.991  -0.263  3.262  -0.001
C  5.887  -0.552  3.001  -0.001
H  6.202  1.941  3.212  0.000
H  4.608  2.606  3.023  0.000
H  5.002  1.673  4.471  0.001
H  4.577  -0.340  0.693  0.002
H  5.557  1.104  0.835  0.001
H  3.547  2.506  1.135  0.000
H  3.351  1.512  -0.287  0.001
H  1.300  1.547  1.179  0.001
H  1.921  -0.055  0.840  0.002
H  2.230  1.730  4.739  0.001
H  1.033  2.277  3.570  0.000
H  2.704  2.697  3.340  0.000
H  0.919  -1.170  2.665  0.000
H  0.078  0.311  3.096  0.000
H  1.027  -0.548  4.315  0.000
H  5.997  -0.716  4.075  0.000
H  6.822  -0.136  2.624  0.000
H  5.753  -1.519  2.519  -0.001
C  9.481  2.007  -2.161  0.002
C  9.534  1.429  -0.732  0.026
C  10.984  1.351  -0.258  0.015
C  11.785  0.266  -0.974  0.001
C  11.087  -1.090  -0.860  0.015
C  9.612  -1.071  -1.272  0.026
N  8.883  0.086  -0.669  0.364
O  8.551  -0.188  0.553  0.541
C  9.489  -1.040  -2.809  0.003
C  8.961  -2.381  -0.836  -0.001
C  8.760  2.419  0.134  -0.001
H  9.665  3.081  -2.133  0.000
H  10.231  1.594  -2.831  0.000
H  8.497  1.854  -2.608  0.001
H  11.005  1.153  0.819  0.002
H  11.461  2.323  -0.403  0.001
H  11.941  0.528  -2.023  0.000
H  12.780  0.197  -0.529  0.001
H  11.615  -1.827  -1.468  0.001
H  11.165  -1.432  0.177  0.002
H  8.452  -0.882  -3.110  0.002
H  9.812  -1.994  -3.227  0.000
H  10.104  -0.281  -3.285  0.000
H  9.095  -2.574  0.226  0.000
H  9.416  -3.209  -1.378  0.000
H  7.891  -2.381  -1.052  0.000
H  7.722  2.498  -0.194  0.000
H  9.217  3.405  0.052  0.000
H  8.767  2.145  1.188  -0.001
C  -3.905  -3.715  -2.442  0.002
C  -5.087  -3.964  -1.485  0.026
C  -5.008  -2.998  -0.303  0.015
C  -3.867  -3.326  0.657  0.001
C  -3.950  -4.779  1.125  0.015
C  -4.082  -5.798  -0.012  0.026
N  -5.110  -5.380  -1.013  0.361
O  -6.296  -5.687  -0.589  0.545
C  -2.717  -6.008  -0.699  0.003
C  -4.452  -7.155  0.580  -0.001
C  -6.334  -3.656  -2.306  -0.001
H  -4.074  -2.797  -3.007  0.000
H  -2.950  -3.578  -1.940  0.000
H  -3.801  -4.527  -3.162  0.001
H  -5.953  -3.023  0.249  0.002
H  -4.900  -1.978  -0.681  0.001
H  -2.898  -3.131  0.188  0.000
H  -3.919  -2.663  1.523  0.001
H  -3.067  -5.025  1.720  0.001
H  -4.810  -4.877  1.795  0.002
H  -2.827  -6.617  -1.597  0.001
H  -2.038  -6.531  -0.026  0.000
H  -2.214  -5.083  -0.972  0.000
H  -5.346  -7.103  1.200  0.000
H  -3.638  -7.508  1.212  0.000
H  -4.622  -7.895  -0.203  0.000
H  -6.413  -4.319  -3.170  0.000
H  -6.277  -2.630  -2.671  0.000
H  -7.251  -3.742  -1.726  -0.001